{
  "formula": "C68H87F7N4O3PS",
  "method": "ωB97M-V/def2-TZVPD",
  "elements": ["C", "C", "C", "C", "C", "C", "C", "C", "C", "C", "C", "N", "C", "S", "C", "C", "C", "N", "C", "C", "C", "O", "P", "C", "C", "N", "C", "O", "C", "C", "N", "C", "C", "C", "O", "H", "H", "H", "H", "H", "H", "H", "H", "H", "H", "H", "H", "H", "H", "H", "H", "H", "H", "H", "H", "H", "H", "H", "H", "H", "H", "H", "H", "H", "H", "H", "H", "H", "H", "H", "H", "H", "H", "H", "H", "H", "H", "H", "H", "H", "H", "H", "H", "H", "H", "H", "H", "F", "C", "C", "C", "C", "C", "C", "H", "H", "H", "H", "H", "F", "C", "C", "C", "C", "C", "C", "H", "H", "H", "H", "H", "F", "C", "C", "C", "C", "C", "C", "H", "H", "H", "H", "H", "F", "C", "C", "C", "C", "C", "C", "H", "H", "H", "H", "H", "F", "C", "C", "C", "C", "C", "C", "H", "H", "H", "H", "H", "F", "C", "C", "C", "C", "C", "C", "H", "H", "H", "H", "H", "F", "C", "C", "C", "C", "C", "C", "H", "H", "H", "H", "H"],
  "coordinates": [[-3.69323, 1.91822, 3.91721], [-3.57396, 0.51274, 4.52376], [-2.40346, -0.32544, 3.97656], [-2.69540, -1.82600, 3.97786], [-1.65083, -2.73262, 3.31810], [-0.23709, -2.47587, 3.82741], [0.49184, -1.37804, 3.07085], [0.97150, -1.78268, 1.65644], [0.09748, -1.26959, 0.51353], [0.68247, -1.65527, -0.86005], [-0.29961, -1.95403, -1.99590], [0.34851, -1.81140, -3.31732], [1.39888, -2.43806, -3.70299], [2.60297, -3.23572, -4.29688], [-0.87845, -3.36309, -1.86450], [-1.81510, -3.68622, -3.02214], [-2.98564, -2.72226, -3.11049], [-3.78541, -2.82076, -1.88808], [-4.71854, -3.96513, -1.82962], [-4.45927, -1.61082, -1.54622], [-4.70340, -1.43231, -0.10015], [-4.76674, -0.78842, -2.41677], [-3.89408, -3.10813, -4.73413], [-2.53724, -3.07249, -5.96371], [-4.72696, -1.55335, -5.19284], [-2.35574, -1.34099, -3.14111], [-1.47740, -1.00434, -1.95471], [-1.21789, 0.34849, -1.87684], [-0.90139, 1.05301, -3.08675], [-0.18635, 2.33710, -2.73616], [1.06109, 2.17391, -2.01899], [2.14485, 1.64668, -2.85101], [3.40905, 2.47755, -2.79976], [4.52137, 1.84331, -3.61446], [3.07618, 3.77120, -3.30446], [-3.14025, 2.64786, 4.50349], [-4.72707, 2.25035, 3.90578], [-3.31783, 1.96451, 2.90066], [-3.45186, 0.65195, 5.59521], [-4.50102, -0.03235, 4.35525], [-1.54121, -0.14351, 4.61604], [-2.18628, 0.02107, 2.96784], [-3.64411, -1.98868, 3.45634], [-2.86965, -2.14602, 5.00521], [-1.93234, -3.76209, 3.53890], [-1.70611, -2.64586, 2.23263], [-0.32721, -2.19377, 4.87711], [0.35697, -3.38646, 3.80008], [-0.12318, -0.48565, 3.01733], [1.36817, -1.09722, 3.64562], [1.99756, -1.45223, 1.51102], [0.92105, -2.87046, 1.58752], [-0.90369, -1.65982, 0.68604], [0.00631, -0.18620, 0.57653], [1.31128, -2.53896, -0.74438], [1.31689, -0.83083, -1.17766], [-0.08165, -4.09894, -1.84271], [-1.44702, -3.37133, -0.93848], [-1.24097, -3.63771, -3.94087], [-2.17727, -4.70829, -2.93769], [-4.81930, -4.28259, -0.79459], [-4.32921, -4.79559, -2.40186], [-5.70405, -3.70362, -2.20729], [-5.77273, -1.55380, 0.07537], [-4.19257, -2.17805, 0.49779], [-4.42988, -0.42992, 0.18649], [-1.87352, -3.91894, -5.85786], [-1.96362, -2.14297, -5.96310], [-3.04445, -3.11176, -6.92400], [-5.65393, -1.45696, -4.64199], [-4.12688, -0.65678, -5.04593], [-4.96019, -1.62083, -6.25278], [-3.06086, -0.61377, -3.27477], [-1.76433, -1.33362, -3.97651], [-2.03754, -1.26821, -1.06454], [-1.82330, 1.28842, -3.62515], [-0.25951, 0.46894, -3.74283], [0.05556, 2.80201, -3.69203], [-0.85708, 3.02133, -2.22170], [0.93806, 1.61387, -1.19174], [2.41135, 0.62601, -2.56270], [1.83358, 1.60267, -3.89518], [3.73499, 2.59509, -1.76411], [4.29569, 1.94265, -4.67573], [5.47681, 2.34213, -3.45202], [4.65883, 0.79025, -3.38435], [3.79712, 4.08523, -3.84059], [-6.18288, 3.95228, 4.80972], [-6.97572, 4.59446, 3.91835], [-8.08791, 5.26652, 4.37895], [-8.90432, 5.90067, 3.45452], [-8.60429, 5.84920, 2.10069], [-7.47756, 5.16596, 1.66701], [-6.64691, 4.53224, 2.58015], [-8.30854, 5.28146, 5.43744], [-9.78365, 6.43047, 3.79284], [-9.25297, 6.33492, 1.38674], [-7.24513, 5.11765, 0.61182], [-5.76161, 3.99460, 2.26676], [-11.71772, 5.67234, 1.22708], [-11.80111, 4.39807, 0.78879], [-11.02742, 4.01559, -0.28754], [-11.10978, 2.70180, -0.72509], [-11.95434, 1.80132, -0.09130], [-12.72152, 2.21663, 0.98824], [-12.64817, 3.52589, 1.44017], [-10.38032, 4.73639, -0.76845], [-10.51065, 2.38194, -1.56665], [-12.01595, 0.77940, -0.43832], [-13.38345, 1.51944, 1.48263], [-13.23174, 3.87047, 2.28254], [7.31426, -7.83779, -3.85417], [6.90609, -6.99870, -4.82427], [7.49163, -7.08391, -6.07097], [7.06272, -6.21622, -7.06439], [6.06952, -5.28254, -6.80275], [5.50150, -5.22014, -5.53868], [5.91525, -6.08298, -4.53470], [8.26654, -7.81575, -6.25133], [7.50764, -6.27172, -8.04792], [5.74122, -4.60783, -7.58096], [4.72887, -4.49407, -5.32639], [5.48402, -6.05461, -3.54322], [7.57693, 3.12406, -3.95686], [8.57960, 2.59634, -3.21034], [8.92619, 3.20002, -2.01987], [9.96989, 2.65066, -1.28740], [10.63879, 1.52695, -1.75061], [10.26047, 0.93864, -2.94795], [9.21982, 1.47291, -3.69142], [8.39460, 4.07942, -1.68326], [10.25977, 3.10430, -0.35004], [11.45598, 1.10997, -1.17810], [10.78219, 0.06457, -3.31215], [8.90985, 1.03656, -4.63106], [7.98023, 1.73406, 1.01277], [8.16811, 0.70617, 1.86303], [7.09691, 0.20673, 2.57333], [7.32519, -0.84931, 3.44366], [8.59800, -1.38220, 3.59183], [9.65460, -0.85632, 2.86288], [9.44436, 0.19642, 1.98638], [6.11563, 0.64508, 2.45033], [6.50429, -1.25597, 4.01336], [8.76540, -2.20325, 4.27507], [10.65043, -1.26236, 2.97493], [10.24760, 0.61777, 1.40327], [12.25335, 1.20465, 2.63722], [12.45869, 2.10268, 3.63044], [12.05730, 1.77537, 4.90843], [12.26978, 2.69965, 5.92073], [12.86703, 3.92122, 5.64289], [13.25677, 4.22181, 4.34532], [13.05540, 3.30687, 3.32214], [11.58802, 0.81982, 5.09858], [11.96709, 2.46197, 6.93098], [13.02872, 4.63725, 6.43620], [13.72042, 5.17317, 4.12510], [13.35627, 3.51601, 2.30471], [-8.96286, -1.35422, 1.74427], [-8.85954, -0.76970, 2.96060], [-9.73373, -1.14200, 3.96015], [-9.61106, -0.53504, 5.20242], [-8.63317, 0.42531, 5.42601], [-7.76855, 0.77861, 4.40040], [-7.87759, 0.17800, 3.15490], [-10.49107, -1.88819, 3.76375], [-10.28549, -0.81564, 5.99926], [-8.54662, 0.89679, 6.39470], [-7.00691, 1.53029, 4.56144], [-7.21420, 0.44097, 2.34146]],
  "mulliken_charge": [-0.536, -0.611, 0.159, -0.878, 0.530, -1.177, -0.658, -0.830, 0.645, -1.440, 2.917, -0.714, 0.523, -0.383, -1.292, -1.675, 0.533, 0.676, -1.017, 0.760, -1.712, -0.633, -0.052, -1.195, -1.067, -0.026, -2.086, -0.176, 0.153, -1.570, -0.143, -0.303, 0.382, -1.599, -0.538, 0.384, -0.288, 0.322, 0.322, 0.277, 0.273, -0.087, 0.441, 0.218, 0.404, -0.799, 0.417, 0.421, 0.323, 0.388, 0.410, 0.417, -0.751, 0.341, 0.701, -0.333, 0.771, 0.159, 0.598, 0.495, 0.333, 0.417, 0.414, 0.471, 0.232, 0.489, 0.331, 0.353, 0.460, 0.301, 0.260, 0.523, 0.742, 0.851, 0.164, 0.289, 0.271, 0.541, 0.355, 0.278, -0.028, 0.334, 0.245, 0.449, 0.364, 0.426, 0.332, -0.332, 0.464, -0.560, -0.421, -0.633, -0.421, -0.250, 0.437, 0.398, 0.499, 0.363, 0.475, -0.347, 0.506, -0.340, -0.369, -0.596, -0.323, -0.561, 0.444, 0.368, 0.414, 0.379, 0.437, -0.309, 0.424, -0.527, -0.258, -0.731, 0.307, -0.467, 0.419, 0.371, 0.378, 0.025, 0.402, -0.392, 0.522, -0.497, -0.313, -0.638, -0.352, -0.467, 0.439, 0.424, 0.447, 0.376, 0.436, -0.232, 0.434, -0.650, -0.292, -0.695, -0.320, -0.280, 0.459, 0.379, 0.379, 0.462, 0.360, -0.302, 0.472, -0.387, -0.335, -0.596, -0.288, -0.508, 0.427, 0.356, 0.377, 0.358, 0.427, -0.334, 0.420, -0.606, -0.260, -0.894, -0.117, -0.427, 0.461, 0.383, 0.432, 0.417, 0.484],
  "mol_weight_g_mol": 1204.50,
  "orbital_gap_ev": 7.76,
  "e_above_lowest_kj_mol": 0.0,
  "total_energy_ha": -4526.4099,
  "total_charge": 1,
  "homo_ev": -10.37
}